The following is a quantum chemistry calculation of the molecule C5H2O, from OMol25.

XYZ file:
```
8
Properties=species:S:1:pos:R:3:forces:R:3
C 0.919177 0.515737 0.046306 -0.076 -0.243 -0.032
C 1.314824 -0.748606 -0.178405 -0.228 0.383 0.074
O 0.124053 -2.889195 -0.474168 0.350 0.619 0.082
H 1.646695 1.318189 0.149038 -0.015 -0.083 -0.016
C -0.451296 0.913767 0.168912 -0.508 0.286 0.065
C -1.599322 1.274157 0.274734 0.537 -0.137 -0.048
H -2.612608 1.603633 0.368391 0.215 -0.108 -0.023
C 0.588449 -1.836826 -0.324367 -0.275 -0.717 -0.101
```
Forces are in eV/Å.

Properties
SMILES = C#CC=C=C=O
orbital gap = 8.398 eV
relative energy (zero: lowest compared OMol25 entry of this formula, charge and spin) = 0.3 kcal per mole
2S+1 = 1
max |F| = 0.775 eV/A

---

The following is a quantum chemistry calculation of a cluster of 10 separate species, C5H30N2O10 in total, from OMol25.

XYZ file:
```
47
Properties=species:S:1:pos:R:3:forces:R:3
C -0.223419 1.435983 -0.605007 -0.515 -0.496 -0.756
H 2.492118 -2.754361 1.056734 0.463 0.657 0.098
H -0.262247 2.525225 -0.660581 -0.116 0.090 -0.052
H 0.360816 3.355362 -3.234940 -0.080 0.118 -0.119
H -0.396087 0.082536 -2.126372 -0.252 -0.337 0.200
H 2.906981 1.934272 -2.711917 0.114 0.011 -0.030
H -0.236325 2.053479 -3.680155 -0.179 0.050 0.077
H -4.681868 1.459309 -0.194229 0.164 -0.176 -0.005
H -2.584483 -0.463674 1.017915 0.353 1.066 0.414
H -2.646312 -1.605644 -2.907672 -0.253 0.273 -0.229
N -0.928482 0.864745 -1.774913 0.365 0.517 -0.141
C 1.426045 0.653031 1.839813 -2.079 -0.364 -0.006
O 3.564805 1.648709 -2.064927 0.412 0.206 -0.091
H 3.808538 1.243155 1.083546 0.052 -0.107 -0.235
C 1.653158 -0.037205 0.513176 0.749 2.161 0.263
H -1.862640 0.595972 -1.496774 -0.065 -0.165 -0.208
O -3.726256 -1.714569 -0.423266 -0.012 0.501 0.178
H 2.747452 -2.053011 -0.623463 0.309 -0.413 0.031
O -2.546089 -0.626805 1.986774 -0.276 -1.035 -1.514
H -3.409970 2.153520 0.273794 0.010 -0.044 0.019
O -3.376747 -2.225320 -3.055308 0.764 -0.094 0.032
O 1.541400 -0.474081 4.683887 0.318 -0.363 0.248
H -2.903632 -3.054909 -2.894538 -0.376 -0.156 -0.107
H 1.457858 -3.251966 -0.184924 0.314 0.017 -0.549
H 2.742546 -0.013950 0.404392 0.058 -0.944 -0.281
O 4.245076 2.092754 1.051219 0.315 0.497 0.245
H 4.422068 1.922195 -2.417330 -0.198 -0.073 -0.060
H -4.052092 -2.463223 0.078898 -0.128 -0.255 -0.403
O 0.336883 0.559310 2.366663 0.380 -0.040 0.135
C 1.242099 1.028471 -0.565648 -0.030 -0.204 0.943
O -1.312392 -3.334376 0.801899 -0.048 -0.372 0.633
H 1.786738 1.956969 -0.411045 0.471 -0.209 0.026
H 2.142093 1.362375 2.290343 0.415 -0.087 -0.397
H 1.640436 0.531173 -1.445183 -0.477 0.405 -0.529
N 1.041403 -1.305550 0.265998 0.806 -0.439 0.282
H -1.157053 -4.159894 1.279813 0.112 -0.099 -0.305
O 0.188750 2.849027 -4.036743 0.226 -0.179 0.255
C 2.040433 -2.381210 0.130068 -1.534 -0.438 0.027
H 3.988000 2.504135 0.218855 -0.069 -0.276 -0.098
H -0.781161 1.154623 0.283782 0.284 -0.074 0.417
H -3.018219 -1.458718 1.825461 -0.321 -0.029 1.149
H -1.643740 -2.776848 1.518995 0.105 0.421 -0.229
H 1.236724 -1.106786 4.027201 -0.184 0.021 0.076
O -3.722109 1.358737 -0.172824 -0.011 0.240 -0.047
H -3.882083 -1.856082 -1.377345 -0.080 -0.350 0.448
H 1.879618 0.245147 4.149277 -0.089 0.194 0.154
H 0.348931 -1.578700 0.950203 -0.186 0.371 0.042
```
Forces are in eV/Å.

Properties
SMILES = CN[C@H](C=O)CCN.O.O.O.O.O.O.O.O.O
orbital gap = 9.032 eV
relative energy (zero: lowest compared OMol25 entry of this formula, charge and spin) = 92.0 kcal per mole
2S+1 = 1
max |F| = 2.302 eV/A

---

The following is a quantum chemistry calculation of a cluster of 10 separate species, C5H30N2O10 in total, from OMol25.

XYZ file:
```
47
Properties=species:S:1:pos:R:3:forces:R:3
O 4.252533 0.212115 0.184641 -0.331 0.133 -0.292
O -0.436053 1.585779 -2.859434 -0.201 -0.276 0.412
N 1.841618 1.915610 1.243733 0.237 0.222 0.706
H 0.618572 -3.030895 0.869268 0.201 0.238 0.140
H 3.771799 0.004308 -0.632952 0.331 0.046 0.345
O 1.009245 3.516517 -1.029121 -0.574 -0.189 -0.237
H 1.634625 0.692527 -1.013514 -0.088 0.155 0.154
H 0.308628 -3.290360 -1.823775 0.375 -0.492 -0.103
H -2.707438 2.015220 -0.360660 0.159 0.318 0.299
O 1.372374 -0.615067 3.409590 -0.457 -0.424 0.551
H 3.630748 0.783684 0.667567 0.140 -0.112 0.007
H 2.169927 -1.096398 0.825458 0.011 -0.139 0.001
H 0.267967 3.639700 -0.413798 0.330 -0.018 -0.207
C 0.694850 1.177127 0.857619 -0.160 -0.095 -0.564
H -3.249256 -1.559124 2.980320 -0.282 -0.411 0.402
H 1.896418 -0.073163 2.827374 0.253 0.404 -0.389
C -0.494316 1.213474 1.461428 0.211 0.386 -0.161
C 0.910296 0.255785 -0.315922 0.528 -0.401 0.093
H -1.687010 1.751131 2.994498 -0.066 -0.090 0.148
O -0.291054 -1.089229 -3.019727 -0.166 -0.152 0.446
C 1.401291 -1.160938 0.056956 -0.424 0.134 0.183
H -2.893627 -1.012899 1.601586 -0.042 0.073 0.333
H 0.330911 -1.679737 -3.458196 0.097 -0.066 -0.076
H -3.003736 -0.152088 -0.524666 -0.014 -0.369 0.146
H -0.383680 -1.486814 -2.117616 0.008 0.253 -0.556
H -3.833495 -1.474121 -0.534535 0.087 -0.052 0.056
H 0.004572 0.155874 -0.897712 -0.292 0.110 0.080
H 1.549863 -4.216206 -2.074865 -0.032 -0.042 0.139
H -1.257189 0.541312 1.116994 -0.193 -0.111 -0.087
H -0.669288 1.915844 -3.722610 -0.091 0.294 -0.457
H -0.308148 -1.609817 1.357070 0.084 0.052 -0.023
H 1.685227 2.544992 2.027451 -0.040 -0.306 -0.016
H 2.199091 2.513778 0.504853 -0.223 -0.183 -0.329
H 0.453625 -0.438940 3.163383 0.261 0.032 -0.015
O -3.038670 -1.083172 -0.152641 -0.143 0.483 -0.479
O -2.907288 1.428103 -1.087834 0.258 -0.278 -0.676
C 0.266542 -2.049332 0.540346 -0.353 -0.463 -0.400
N -0.925882 2.114958 2.445863 -0.197 -0.064 -0.138
O -2.750739 -0.868501 2.559634 0.344 0.398 -0.453
H -2.181318 1.547666 -1.740807 -0.152 -0.012 0.315
O 0.957666 -3.590160 -2.494452 -0.303 0.288 -0.058
H 1.844201 -1.640497 -0.816926 0.088 -0.014 -0.056
H -1.519388 -1.916791 -0.423891 0.311 -0.290 0.081
O -0.648369 -2.354873 -0.559978 -0.011 0.515 0.208
H -0.212164 2.493291 3.036724 0.236 0.096 0.271
H -0.331953 0.608327 -2.989455 0.130 0.141 0.073
H 0.657463 2.862016 -1.667258 0.156 0.277 0.184
```
Forces are in eV/Å.

Properties
SMILES = N/C=C(\N)CCCO.O.O.O.O.O.O.O.O.O
orbital gap = 8.057 eV
relative energy (zero: lowest compared OMol25 entry of this formula, charge and spin) = 20.3 kcal per mole
2S+1 = 1
max |F| = 0.832 eV/A

---

The following is a quantum chemistry calculation of a cluster of 10 separate species, C5H30N2O10 in total, from OMol25.

XYZ file:
```
47
Properties=species:S:1:pos:R:3:forces:R:3
H 2.257891 2.999621 1.152275 -0.517 0.023 0.082
O 0.706444 -2.847772 3.749347 0.270 0.904 0.402
H 0.822253 -1.995899 3.295865 -0.156 -0.318 -0.555
N 1.843103 -3.674695 1.099272 -0.762 0.313 -1.253
H 1.407658 -3.560664 1.993208 0.583 -0.102 0.718
O -1.389306 2.092949 -3.206172 -1.976 -0.047 -0.505
H 1.760917 -1.048679 -2.823673 -0.125 0.051 0.002
O -2.199088 -0.774799 -3.437165 0.156 -0.303 0.354
O 0.892046 1.762582 -1.537316 0.259 -0.336 -0.155
H -1.591876 3.737172 1.035241 0.499 0.209 0.214
H 1.135943 0.831938 -1.761777 -0.362 0.252 0.060
C -1.136138 -0.877572 2.106673 0.671 -0.294 -0.959
H -1.857782 -1.654416 2.324729 0.124 -0.372 0.362
H 0.829145 4.474399 0.958963 -0.557 0.460 -0.512
H 0.875884 -2.552430 4.655701 -0.077 -0.619 0.055
H -0.779017 -3.324500 1.127021 -0.232 -0.276 -0.118
H -2.156202 -2.708044 -0.857716 0.036 0.615 0.727
H -0.792909 4.196539 2.327779 -0.240 -0.306 0.210
H -2.120172 -0.475084 -4.345459 -0.196 0.197 -0.005
H -0.543352 -0.588241 2.972895 -0.743 0.066 0.554
O 1.086797 -0.832517 -2.167350 0.482 -0.353 0.278
H -0.867550 2.853987 -3.448667 0.961 -0.476 0.401
H -0.899896 2.342170 -0.962322 0.410 0.019 0.270
H 1.709805 1.465018 1.270050 -0.410 0.382 0.322
C -0.310763 -2.650045 0.416492 0.477 1.676 0.332
O 1.732530 4.709374 0.721196 0.605 -0.136 0.678
O 1.496572 -3.263539 -1.107656 0.363 0.025 0.246
H 1.652368 2.064353 -1.025436 -0.037 0.159 0.389
H -2.228025 3.034368 -1.092418 0.062 -0.116 0.170
O -1.289975 4.504590 1.569321 0.072 0.185 -0.223
H -0.976736 1.348034 -2.761595 0.834 0.471 -0.321
C -1.124486 -2.328652 -0.824615 -0.193 -2.799 -1.754
H 1.165379 -1.594645 -1.534571 -0.041 0.424 -0.904
O -1.614053 2.711230 -0.417651 -0.487 0.083 -0.429
O 2.391754 2.061036 0.969410 1.112 -0.604 -0.551
N -0.070908 -1.382166 1.174935 -0.116 0.091 0.284
H 1.762084 5.062160 -0.167368 -0.370 -0.022 -0.155
H -1.207105 1.173772 1.381905 -0.451 -0.027 0.446
H -0.013449 -0.626294 0.499803 0.449 -0.245 -0.258
H 2.824402 -3.809337 0.916624 -0.051 -0.178 0.461
H -2.422089 0.183802 0.619264 0.706 -0.505 -0.062
C -1.879397 0.325917 1.568758 -0.899 0.111 -0.531
H -0.722034 -2.974744 -1.641671 -0.039 0.480 0.352
H -1.045247 -1.345621 -1.259524 -0.061 0.419 0.440
C 1.111131 -3.237889 0.054079 -0.827 0.127 0.296
H -2.763351 0.532417 2.193156 0.754 0.554 0.424
H -3.087670 -0.566830 -3.131702 0.038 0.133 -0.279
```
Forces are in eV/Å.

Properties
SMILES = CCN[C@@H](C)C(N)=O.O.O.O.O.O.O.O.O.O
orbital gap = 9.558 eV
relative energy (zero: lowest compared OMol25 entry of this formula, charge and spin) = 38.5 kcal per mole
2S+1 = 1
max |F| = 3.309 eV/A

---

The following is a quantum chemistry calculation of a cluster of 10 separate species, C5H30N2O10 in total, from OMol25.

XYZ file:
```
47
Properties=species:S:1:pos:R:3:forces:R:3
H 3.763497 -0.162488 2.130687 0.376 -1.061 0.903
O -2.935228 -2.360852 0.238227 -5.573 1.766 -1.790
H 0.817436 -3.929835 -2.146538 -1.007 0.633 2.305
N -1.536282 1.678283 -0.006345 -1.027 -1.568 -0.069
H -0.029682 -3.547517 -0.759218 -1.770 -0.457 -0.219
H -3.023445 -1.967058 1.064957 -0.303 0.989 2.055
O -1.075765 -3.146172 2.039263 -0.621 0.452 -0.209
H -1.993140 0.763946 -0.010846 0.109 0.352 0.038
H -1.900471 -3.135617 2.553961 0.875 -0.395 0.090
H -0.327350 -3.529180 2.518399 -0.053 -0.088 0.083
O -1.693040 -3.110491 -1.818558 -3.612 -0.869 4.855
O 1.075267 3.306039 0.412168 2.377 3.827 2.437
C 1.065440 0.861399 -3.118003 -1.747 -2.081 -0.199
H -1.265996 2.624720 1.871972 -1.070 0.651 -0.905
H -2.700224 -3.164311 -1.733433 2.114 0.246 -0.173
O 0.981079 -1.020957 3.261992 -4.482 0.022 0.853
H 2.822013 2.522055 1.235509 -0.291 0.367 -0.431
H 2.504140 2.067424 2.591587 -2.890 0.076 2.634
H -3.009153 2.207043 1.581818 0.822 -0.856 -0.420
H 0.184919 0.609288 -0.775841 -0.972 1.168 1.207
H -2.312401 2.523057 -1.434175 -1.304 0.993 -0.698
H -0.879283 1.724662 -2.518568 0.564 0.223 -1.259
H 1.768818 -2.903414 3.184227 0.198 -0.154 -0.346
H 2.026921 1.245864 -3.139878 2.118 0.519 -0.143
H -2.139922 -2.730804 0.215911 5.417 -2.389 0.001
H 0.376364 -1.311203 2.531518 0.952 0.226 0.864
H 0.917745 3.857533 -2.231775 0.400 0.612 0.575
H 4.161727 -1.093824 1.098949 -0.160 -0.989 2.928
H 0.215292 2.628345 -3.848247 -1.103 -0.632 1.411
O 0.780090 -3.547183 -1.218863 3.502 -0.253 -1.985
H 2.326428 -3.533949 1.854196 0.130 0.155 0.056
N 0.585921 3.009169 -1.826862 -0.086 -1.024 -0.202
C 0.576311 2.737869 -0.482628 -1.254 -2.976 -2.846
H 0.889528 0.269598 -4.094722 -0.039 1.252 1.432
O 1.594523 -3.537662 2.473526 -0.266 -0.484 0.342
C 0.130664 2.040478 -2.870194 -0.205 0.764 -0.429
H -1.520460 -3.010428 -2.679797 1.090 0.594 -5.129
H 0.365093 1.191863 0.950604 -0.675 0.329 -1.144
H -2.514185 3.456848 0.558840 1.571 -0.670 1.193
O 3.178548 2.064595 1.993011 3.154 -0.654 -2.111
C -2.068337 2.527309 1.078425 -0.425 1.255 -0.109
H 1.003665 0.105117 -2.307369 0.203 0.364 -0.550
O -3.088723 2.999249 -1.912668 -0.706 -2.573 1.836
O 4.023865 -1.135151 2.137561 -0.357 2.317 -3.832
H 1.826570 -1.015677 2.944822 3.553 0.124 -1.698
C -0.104226 1.459275 -0.057785 0.759 -1.816 0.016
H -3.844539 2.412767 -1.529812 1.720 1.712 -1.218
```
Forces are in eV/Å.

Properties
SMILES = CCNC(=O)CNC.O.O.O.O.O.O.O.O.O
orbital gap = 9.727 eV
relative energy (zero: lowest compared OMol25 entry of this formula, charge and spin) = 101.8 kcal per mole
2S+1 = 1
max |F| = 6.114 eV/A

---

- What is the max |F| in the first record?
  0.775 eV/A